DFT (the ωB97M-V functional and the def2-TZVPD basis) results for a 2-piece molecular cluster, C3H8OS2 overall at a distorted geometry.

The multiplicity is 1. Its SMILES is CSSC.C=O. The total energy is -26957.34873 eV. The relative energy (zero: lowest compared OMol25 entry of this formula, charge and spin) comes out at 29.05 kcal per mole. The value obtained for the strongest force on any atom is 2.8 eV Å⁻¹. The molar mass comes out at 124.23 g mol⁻¹. As for the frontier orbital gap: 8.4 eV.

Element x y z (Å)
O -1.666438 3.696856 0.353550
C -1.737383 2.778053 1.175577
H -2.728864 2.397160 1.503177
H -0.836959 2.445060 1.725794
C -0.785338 0.178301 -1.694012
S 0.577769 -1.041673 -1.288195
S 0.617196 -0.952261 0.758935
C 1.711286 -2.315336 1.171293
H -1.748607 -0.030588 -1.194050
H -0.414831 1.159525 -1.355645
H -0.919148 0.209697 -2.777832
H 2.765306 -2.115708 0.851154
H 1.660969 -2.364710 2.255755
H 1.302805 -3.218423 0.714253

Force components x, y, z for each atom (eV/Å):
O -0.1 -2.2 1.5
C -0.1 2.6 -1.0
H 0.4 -0.2 -0.3
H -0.2 -0.2 -0.3
C 0.6 0.2 1.1
S -0.6 0.1 -1.3
S -0.4 0.8 0.9
C 0.6 0.2 -0.8
H 0.6 -0.2 -0.2
H -0.3 -0.3 -0.2
H 0.2 -0.3 0.2
H -0.9 -0.3 0.2
H 0.0 -0.1 0.0
H 0.3 -0.1 0.2

natural (NBO) population analysis, charges in e, atoms 1 to 2: -0.4999 0.2553



DFT (the ωB97M-V functional and the def2-TZVPD basis) results for a 2-piece molecular cluster, C3H8OS2 overall at a distorted geometry.

The multiplicity is 1. Its SMILES is C=CO.CSS. The total energy is -26956.35251 eV. The relative energy (zero: lowest compared OMol25 entry of this formula, charge and spin) comes out at 52.03 kcal per mole. The value obtained for the strongest force on any atom is 3.2 eV Å⁻¹. The molar mass comes out at 124.23 g mol⁻¹. As for the frontier orbital gap: 9.1 eV.

Element x y z (Å)
C -0.650652 0.182849 -1.772735
S -1.741811 -0.732351 -0.510258
S -1.280550 0.534832 1.168454
H -0.330384 -0.518541 -2.729464
H 0.230691 0.508247 -1.222924
H -1.211683 1.051667 -2.210308
H -0.030907 0.234675 1.525604
C 1.778040 -0.777864 1.032828
C 2.179850 -0.258660 -0.183581
O 2.704514 1.033237 -0.331930
H 1.077165 -1.647219 1.026414
H 2.400862 -0.542974 2.031858
H 1.934294 -0.668733 -1.170690
H 2.808195 1.599343 0.414745

Force components x, y, z for each atom (eV/Å):
C -0.6 -1.1 -2.1
S 1.8 1.4 0.2
S -1.5 -0.1 -0.8
H -0.9 1.5 2.7
H -0.3 0.0 -0.4
H 0.5 -0.8 0.6
H 0.2 -0.5 -0.3
C 2.3 -0.2 -0.4
C -0.9 1.4 2.7
O 0.2 -2.1 -2.0
H 1.1 0.6 0.1
H -2.0 -0.1 -2.4
H 0.1 0.2 0.6
H -0.2 -0.1 1.4

natural (NBO) population analysis, charges in e, atoms 1 to 2: -0.7288 0.0664



> Among the records above, which one has the highest relative energy (zero: lowest compared OMol25 entry of this formula, charge and spin)?

number 2



> Which of these has the highest frontier orbital gap?

number 2